Molecular formula: C52H104Br6O22
Method: DFT, ωB97M-V/def2-TZVPD

Bonds (Å) are listed after each position.
Cartesian coordinates (Å):
1 C -9.7367 -18.5273 -1.4717  C2 1.584, H5 1.090, H6 1.090, H7 1.090
2 C -9.6642 -17.3492 -0.4152  C1 1.584, O3 1.226, C4 1.531
3 O -10.6550 -16.9711 0.1996  C2 1.226
4 C -8.3210 -16.6707 -0.1359  C2 1.531, H8 1.090, H9 1.090, H10 1.090
5 H -9.0006 -19.3055 -1.2697  C1 1.090
6 H -9.5862 -18.1372 -2.4783  C1 1.090
7 H -10.7322 -18.9713 -1.4693  C1 1.090
8 H -8.0732 -16.5524 0.9190  C4 1.090
9 H -8.3754 -15.7261 -0.6770  C4 1.090
10 H -7.5123 -17.2448 -0.5879  C4 1.090
11 C -12.4655 -13.0081 4.3234  C12 1.516, H15 1.090, H16 1.090, H17 1.090
12 C -12.0205 -12.1965 5.5246  C11 1.516, O13 1.210, C14 1.480
13 O -12.7977 -11.6737 6.2901  C12 1.210
14 C -10.5637 -12.0845 5.7586  C12 1.480, H18 1.090, H19 1.090, H20 1.090
15 H -13.5554 -12.9978 4.3216  C11 1.090
16 H -12.0709 -14.0158 4.1936  C11 1.090
17 H -12.0674 -12.4044 3.5078  C11 1.090
18 H -10.0616 -11.5641 4.9431  C14 1.090
19 H -10.0947 -13.0643 5.8493  C14 1.090
20 H -10.4656 -11.6047 6.7324  C14 1.090
21 O -19.1088 -17.6994 9.6752  C22 1.216
22 C -19.6379 -17.3457 8.6395  O21 1.216, O23 1.387, C26 1.496
23 O -19.0382 -16.6423 7.6049  C22 1.387, C24 1.422
24 C -17.6669 -16.2688 7.6427  O23 1.422, C25 1.485, H27 1.090, H28 1.090
25 C -16.8286 -17.4189 7.2193  C24 1.485, H29 1.090, H30 1.090, H31 1.090
26 C -21.0962 -17.5205 8.3542  C22 1.496, H32 1.090, H33 1.090, H34 1.090
27 H -17.3797 -15.9226 8.6356  C24 1.090
28 H -17.4823 -15.4902 6.9025  C24 1.090
29 H -15.7665 -17.2527 7.3991  C25 1.090
30 H -17.0073 -17.7936 6.2115  C25 1.090
31 H -17.0041 -18.2206 7.9367  C25 1.090
32 H -21.7109 -17.4335 9.2501  C26 1.090
33 H -21.3193 -18.5325 8.0161  C26 1.090
34 H -21.5105 -16.7534 7.6999  C26 1.090
35 O -11.5026 -27.2620 -0.5379  C36 1.244
36 C -11.4879 -26.8126 -1.6981  O35 1.244, O37 1.313, C40 1.527
37 O -10.7464 -27.2435 -2.6925  C36 1.313, C38 1.449
38 C -9.8639 -28.3756 -2.4956  O37 1.449, C39 1.530, H41 1.090, H42 1.090
39 C -10.5668 -29.7134 -2.2580  C38 1.530, H43 1.090, H44 1.090, H45 1.090
40 C -12.3476 -25.6289 -2.1367  C36 1.527, H46 1.090, H47 1.090, H48 1.090
41 H -9.1426 -28.1338 -1.7151  C38 1.090
42 H -9.1823 -28.4210 -3.3451  C38 1.090
43 H -9.8315 -30.5180 -2.2514  C39 1.090
44 H -11.2716 -29.9510 -3.0547  C39 1.090
45 H -11.1604 -29.6963 -1.3439  C39 1.090
46 H -11.9401 -24.6194 -2.0847  C40 1.090
47 H -13.2199 -25.5654 -1.4861  C40 1.090
48 H -12.6884 -25.8784 -3.1416  C40 1.090
49 O -25.5905 -23.2871 -2.3455  C50 1.204
50 C -25.1830 -22.2250 -1.9514  O49 1.204, O51 1.350, C54 1.513
51 O -25.9506 -21.2542 -1.4111  C50 1.350, C52 1.438
52 C -27.3780 -21.4153 -1.3551  O51 1.438, C53 1.530, H55 1.090, H56 1.090
53 C -28.1324 -20.9941 -2.6183  C52 1.530, H57 1.090, H58 1.090, H59 1.090
54 C -23.7228 -21.8551 -2.0919  C50 1.513, H60 1.090, H61 1.090, H62 1.090
55 H -27.7406 -20.8358 -0.5061  C52 1.090
56 H -27.5127 -22.4849 -1.1944  C52 1.090
57 H -29.1679 -21.2896 -2.4497  C53 1.090
58 H -27.8422 -21.4166 -3.5803  C53 1.090
59 H -28.1583 -19.9195 -2.7991  C53 1.090
60 H -23.1556 -22.5831 -2.6719  C54 1.090
61 H -23.2920 -21.7131 -1.1007  C54 1.090
62 H -23.6843 -20.9704 -2.7275  C54 1.090
63 O -18.4129 -18.4385 0.1805  C64 1.242
64 C -17.3351 -18.6876 -0.3831  O63 1.242, O65 1.399, C68 1.480
65 O -16.3159 -17.7291 -0.3942  C64 1.399, C66 1.460
66 C -16.4799 -16.4155 0.2221  O65 1.460, C67 1.504, H69 1.090, H70 1.090
67 C -17.1229 -15.3747 -0.6531  C66 1.504, H71 1.090, H72 1.090, H73 1.090
68 C -17.1016 -19.9174 -1.1735  C64 1.480, H74 1.090, H75 1.090, H76 1.090
69 H -15.4524 -16.2166 0.5268  C66 1.090
70 H -16.9296 -16.3844 1.2145  C66 1.090
71 H -16.8237 -15.5358 -1.6888  C67 1.090
72 H -16.8980 -14.3473 -0.3667  C67 1.090
73 H -18.2048 -15.4389 -0.7697  C67 1.090
74 H -16.8376 -19.7945 -2.2238  C68 1.090
75 H -18.0510 -20.4413 -1.2847  C68 1.090
76 H -16.3961 -20.5390 -0.6221  C68 1.090
77 O -19.4527 -22.5478 7.9136  C78 1.222
78 C -18.6446 -22.6894 7.0081  O77 1.222, O79 1.281, C82 1.515
79 O -17.4967 -23.2512 7.0956  C78 1.281, C80 1.398
80 C -17.0622 -23.8365 8.2885  O79 1.398, C81 1.502, H83 1.090, H84 1.090
81 C -16.7316 -22.8573 9.3790  C80 1.502, H85 1.090, H86 1.090, H87 1.090
82 C -19.0284 -22.1271 5.6544  C78 1.515, H88 1.090, H89 1.090, H90 1.090
83 H -16.1251 -24.3278 8.0266  C80 1.090
84 H -17.7327 -24.6316 8.6146  C80 1.090
85 H -17.5402 -22.3109 9.8645  C81 1.090
86 H -15.9799 -22.1544 9.0197  C81 1.090
87 H -16.1933 -23.3014 10.2163  C81 1.090
88 H -19.9005 -21.4810 5.7550  C82 1.090
89 H -19.3099 -22.9687 5.0214  C82 1.090
90 H -18.2134 -21.5750 5.1864  C82 1.090
91 O -7.3806 -9.8064 -3.6240  C92 1.221
92 C -7.3513 -10.8981 -3.0780  O91 1.221, O93 1.370, C96 1.492
93 O -8.4409 -11.6501 -2.7249  C92 1.370, C94 1.414
94 C -9.6790 -10.9778 -2.5993  O93 1.414, C95 1.528, H97 1.090, H98 1.090
95 C -10.7480 -12.0325 -2.3146  C94 1.528, H99 1.090, H100 1.090, H101 1.090
96 C -6.0746 -11.6202 -2.8050  C92 1.492, H102 1.090, H103 1.090, H104 1.090
97 H -9.9199 -10.4262 -3.5080  C94 1.090
98 H -9.6320 -10.2228 -1.8145  C94 1.090
99 H -11.7331 -11.5875 -2.1744  C95 1.090
100 H -10.6050 -12.6594 -1.4344  C95 1.090
101 H -10.8463 -12.7469 -3.1320  C95 1.090
102 H -5.4724 -11.2082 -3.6147  C96 1.090
103 H -5.9838 -12.6903 -2.9913  C96 1.090
104 H -5.6332 -11.2115 -1.8960  C96 1.090
105 O -16.3069 -24.9402 -8.6837  C106 1.217
106 C -16.7947 -25.3887 -7.6634  O105 1.217, O107 1.311, C110 1.500
107 O -16.3831 -26.4737 -7.0540  C106 1.311, C108 1.437
108 C -15.3920 -27.3474 -7.6197  O107 1.437, C109 1.486, H111 1.090, H112 1.090
109 C -14.9526 -28.2392 -6.5149  C108 1.486, H113 1.090, H114 1.090, H115 1.090
110 C -17.8515 -24.6266 -6.9207  C106 1.500, H116 1.090, H117 1.090, H118 1.090
111 H -14.5380 -26.7802 -7.9899  C108 1.090
112 H -15.8768 -27.9432 -8.3931  C108 1.090
113 H -14.2321 -28.9705 -6.8812  C109 1.090
114 H -15.8335 -28.7830 -6.1738  C109 1.090
115 H -14.4730 -27.6984 -5.6989  C109 1.090
116 H -18.3444 -25.1921 -6.1299  C110 1.090
117 H -18.6488 -24.2777 -7.5770  C110 1.090
118 H -17.3235 -23.8552 -6.3603  C110 1.090
119 O -14.2835 -19.1924 -6.3534  C120 1.248
120 C -14.4690 -18.0570 -6.8371  O119 1.248, O121 1.339, C124 1.504
121 O -15.0470 -17.7938 -8.0159  C120 1.339, C122 1.424
122 C -15.3491 -18.8628 -8.9076  O121 1.424, C123 1.505, H125 1.090, H126 1.090
123 C -14.9836 -18.4639 -10.3121  C122 1.505, H127 1.090, H128 1.090, H129 1.090
124 C -14.2122 -16.8176 -6.0241  C120 1.504, H130 1.090, H131 1.090, H132 1.090
125 H -16.4074 -19.1087 -8.9949  C122 1.090
126 H -14.7594 -19.7303 -8.6114  C122 1.090
127 H -15.4468 -17.5067 -10.5516  C123 1.090
128 H -15.1175 -19.2475 -11.0579  C123 1.090
129 H -13.9135 -18.3108 -10.4520  C123 1.090
130 H -14.2812 -17.0546 -4.9624  C124 1.090
131 H -14.9756 -16.0968 -6.3170  C124 1.090
132 H -13.2509 -16.3869 -6.3042  C124 1.090
133 O -10.6450 -22.3234 4.1172  C134 1.261
134 C -11.7398 -22.9006 4.3560  O133 1.261, O135 1.321, C138 1.513
135 O -11.9227 -24.0681 4.9463  C134 1.321, C136 1.383
136 C -10.8632 -24.9038 5.2496  O135 1.383, C137 1.500, H139 1.090, H140 1.090
137 C -10.8470 -25.1175 6.7344  C136 1.500, H141 1.090, H142 1.090, H143 1.090
138 C -13.0664 -22.3178 3.9215  C134 1.513, H144 1.090, H145 1.090, H146 1.090
139 H -9.9391 -24.4559 4.8844  C136 1.090
140 H -10.9766 -25.8642 4.7467  C136 1.090
141 H -11.7746 -25.6093 7.0273  C137 1.090
142 H -10.7787 -24.0982 7.1146  C137 1.090
143 H -10.0437 -25.8306 6.9193  C137 1.090
144 H -12.7588 -21.3329 3.5699  C138 1.090
145 H -13.7558 -22.2236 4.7605  C138 1.090
146 H -13.4962 -22.8570 3.0774  C138 1.090
147 O -18.0779 -10.0408 3.3832  C148 1.236
148 C -18.7548 -9.7501 4.3758  O147 1.236, O149 1.327, C152 1.488
149 O -18.7041 -8.6161 5.0640  C148 1.327, C150 1.446
150 C -17.9108 -7.4732 4.6691  O149 1.446, C151 1.569, H153 1.090, H154 1.090
151 C -16.3625 -7.7148 4.7428  C150 1.569, H155 1.090, H156 1.090, H157 1.090
152 C -19.6316 -10.7698 5.0116  C148 1.488, H158 1.090, H159 1.090, H160 1.090
153 H -18.1323 -6.5724 5.2415  C150 1.090
154 H -18.1221 -7.2896 3.6156  C150 1.090
155 H -16.0126 -7.9153 5.7555  C151 1.090
156 H -15.7996 -6.9037 4.2808  C151 1.090
157 H -15.9405 -8.6238 4.3144  C151 1.090
158 H -19.9926 -11.4296 4.2227  C152 1.090
159 H -20.5156 -10.3964 5.5286  C152 1.090
160 H -19.0661 -11.3499 5.7408  C152 1.090
161 Br -19.1409 -26.8569 -2.4131  C162 2.008
162 C -20.4261 -28.3053 -2.9456  Br161 2.008, C163 1.565, H165 1.090, H166 1.090
163 C -21.1821 -28.0139 -4.2842  C162 1.565, Br164 2.024, H167 1.090, H168 1.090
164 Br -22.7004 -29.3192 -4.5839  C163 2.024
165 H -21.1650 -28.3789 -2.1477  C162 1.090
166 H -19.8264 -29.2118 -3.0280  C162 1.090
167 H -20.4907 -28.0066 -5.1269  C163 1.090
168 H -21.6303 -27.0204 -4.2762  C163 1.090
169 Br -23.4048 -15.4298 1.0681  C170 2.035
170 C -23.6980 -17.4292 0.8263  Br169 2.035, C171 1.513, H173 1.090, H174 1.090
171 C -23.4344 -18.1270 2.1428  C170 1.513, Br172 2.018, H175 1.090, H176 1.090
172 Br -24.9311 -17.6325 3.4020  C171 2.018
173 H -23.1370 -17.7187 -0.0623  C170 1.090
174 H -24.7274 -17.5482 0.4884  C170 1.090
175 H -22.4939 -17.7801 2.5707  C171 1.090
176 H -23.4432 -19.2168 2.1625  C171 1.090
177 Br -17.1234 -6.5774 -1.7592  C178 1.987
178 C -17.0792 -7.9801 -3.1656  Br177 1.987, C179 1.551, H181 1.090, H182 1.090
179 C -18.1320 -9.0591 -2.8010  C178 1.551, Br180 2.014, H183 1.090, H184 1.090
180 Br -18.1948 -10.5184 -4.1869  C179 2.014
181 H -16.0822 -8.4202 -3.1437  C178 1.090
182 H -17.2519 -7.5013 -4.1295  C178 1.090
183 H -19.1567 -8.7111 -2.6710  C179 1.090
184 H -17.9604 -9.5207 -1.8286  C179 1.090

electronic energy = -19143.0509 Eh
Kohn-Sham gap = 9.5626 eV
LUMO = -0.078 eV